Molecular formula: C38H37CdN6O3S4
Method: DFT, the ωB97M-V functional and the def2-TZVPD basis

```
! RIJCOSX wB97M-V def2-TZVPD def2/J DEFGRID3
* xyz -1 1
C 6.67500 0.76289 -0.51823
C -0.81882 -0.87393 -3.44710
C 6.00581 0.33925 0.63179
H 8.23321 1.60803 0.46936
H 1.37207 -2.04294 2.57260
H 0.77572 5.06416 -2.04820
O 2.30208 -1.92066 0.15786
O 2.08961 -1.04380 -2.12986
H 0.11279 -2.02496 1.35920
H -1.62908 -4.84110 -6.67239
N 1.57977 0.40008 -0.07933
H -0.01247 4.36047 0.27505
C 0.54110 3.69940 -0.38568
C 4.09169 -0.24092 -0.68633
H -2.99011 1.66396 -3.91805
C 6.03336 0.67358 -1.75185
C -0.03986 -1.47502 6.81027
C 4.71960 -0.15790 0.55103
C 0.97914 4.08366 -1.64467
H 1.53021 -0.79949 8.11374
O -1.51219 -2.22619 -1.28460
C -2.00153 -4.54020 -5.70133
H -1.42714 -1.98962 5.27520
H -3.10651 4.32905 4.11222
H 1.16760 -1.00100 -4.23824
C -1.75623 -0.88018 3.02468
H -1.16885 0.48660 -0.62216
C -4.77582 3.45131 3.10326
N -1.97338 0.85699 1.28526
C 1.41775 -0.19060 4.75854
C 0.19969 -0.84709 4.48156
H -4.57106 0.88513 0.93382
C -1.70238 -3.38125 -3.62964
C -2.22261 -0.55373 1.61586
H 2.14906 3.38368 -3.30764
H 8.24735 1.87029 -1.17159
H -3.29001 -3.47144 -2.21730
C -0.49981 -1.47989 5.50227
H 2.78310 0.31947 6.31073
H 6.49645 0.41186 1.59589
H 6.54916 1.00055 -2.64808
H -0.11731 -2.99582 2.84063
C 0.29419 -2.06250 2.43151
H 4.18678 -0.46160 1.44511
N 1.99719 1.92371 -1.88464
C -1.99230 1.04028 -0.16795
H -2.12454 -0.11784 3.71515
C 0.24211 -0.44184 -4.22389
H -0.60745 -1.96908 7.58879
H -6.25026 2.37443 1.95323
H -2.19235 -1.84571 3.31596
H -1.70363 -1.16564 0.87653
S -0.78629 2.98965 3.32005
C -4.25500 1.64628 1.63865
C 4.74081 0.17987 -1.83371
H -4.72681 -4.87030 -3.71611
C -1.21056 -3.76437 -4.86951
C -2.45051 2.74034 2.84722
C -5.20263 2.47972 2.20575
C 1.85890 -0.19844 6.08720
C 0.12171 0.75718 -4.91371
S 2.41807 -0.80501 -0.74280
N 7.99477 1.23008 -0.43471
C -1.98409 -0.13457 -3.33480
C 1.73018 3.14102 -2.33390
H 4.21842 0.12704 -2.77870
N -0.29411 -0.90111 3.12097
C 1.47456 1.60664 -0.68431
Cd 0.47156 1.14434 2.04221
C -3.74260 -4.55649 -4.04074
C -2.90043 1.75755 1.94342
H -5.49456 4.11748 3.56673
C -1.03740 1.51226 -4.80583
C -3.26892 -4.93531 -5.28779
C -2.09100 1.06827 -4.01475
C -3.43574 3.57277 3.41063
C -2.95608 -3.77680 -3.20084
H -3.28891 -0.79948 1.52760
C 1.15256 -0.82553 7.09828
N 0.78863 2.49602 0.08811
H -2.78158 -0.49652 -2.69819
H -0.22027 -3.45414 -5.18273
H -3.88327 -5.54395 -5.93918
H -1.89129 2.09775 -0.40523
H -2.92749 0.67069 -0.61029
S 2.41831 0.60863 3.54551
S -0.68029 -2.40308 -2.50637
H -1.11562 2.45859 -5.32639
H 0.95106 1.11605 -5.51006
*
```

Output
Kohn-Sham gap, Eh: 0.24579
Relative energy (zero: lowest compared OMol25 entry of this formula, charge and spin), eV: 0.000
Total energy, a.u.: -3785.14013
LUMO level, eV: 2.29


Molecular formula: CH6NO2
Method: DFT, the ωB97M-V functional and the def2-TZVPD basis

```
! RIJCOSX wB97M-V def2-TZVPD def2/J DEFGRID3
* xyz 1 1
H 1.70783 0.44749 0.59451
H 2.93491 -0.83124 0.47621
C -2.22620 0.22315 -0.31607
H -2.94269 -0.44983 1.39297
H 1.93971 -0.44309 -0.89192
H 3.12623 0.46713 -0.52275
H -2.69462 0.67482 -1.18174
O -3.17486 -0.27705 0.41950
O -1.05610 0.25997 0.05284
N 2.38579 -0.07135 -0.02356
*
```

Output
Kohn-Sham gap, Eh: 0.36943
Relative energy (zero: lowest compared OMol25 entry of this formula, charge and spin), eV: 0.777
Total energy, a.u.: -246.67521
LUMO level, eV: -4.34


Molecular formula: C3H3FO2
Method: DFT, the ωB97M-V functional and the def2-TZVPD basis

```
! RIJCOSX wB97M-V def2-TZVPD def2/J DEFGRID3
* xyz 0 1
H -1.50866 1.29314 -0.31554
C -0.64508 0.86020 -0.84038
F 1.73277 -0.96539 -0.49614
O 1.19172 -1.62221 2.30401
H -1.40306 1.18549 -2.59804
O -0.64101 0.81379 -2.09886
H -0.08531 -0.03283 2.10054
C 0.66322 -0.71263 1.66406
C 0.69540 -0.81956 0.28035
*
```

Output
Kohn-Sham gap, Eh: 0.27065
Relative energy (zero: lowest compared OMol25 entry of this formula, charge and spin), eV: 6.881
Total energy, a.u.: -366.19523
LUMO level, eV: -0.57


Molecular formula: C4H11NO2
Method: DFT, the ωB97M-V functional and the def2-TZVPD basis

```
! RIJCOSX wB97M-V def2-TZVPD def2/J DEFGRID3
* xyz 0 1
N 2.01879 -0.18414 -0.00278
H 0.71603 2.03070 1.45636
H 2.73731 -0.87781 0.20622
H -2.70536 0.59283 -0.47025
C 1.94008 -0.05466 -1.39065
H -0.93856 -0.68631 -0.42767
C 0.23766 1.25617 0.88238
H -0.22032 -2.21011 0.20036
C -0.46474 -1.13499 0.46822
H -3.83587 0.60766 -1.49176
O -3.24952 0.03363 -0.97128
H -0.99518 -1.27624 1.44724
C 0.73866 -0.20306 0.75454
O 0.84846 -0.13066 -1.99946
H -0.05854 1.68069 -0.09260
H 1.02780 -0.62965 1.65566
H -0.72691 1.06692 1.64576
H 2.93021 0.11904 -1.87029
*
```

Output
Kohn-Sham gap, Eh: 0.38833
SMILES: CC(C)NC=O.O
Relative energy (zero: lowest compared OMol25 entry of this formula, charge and spin), eV: 2.040
Total energy, a.u.: -364.19321
LUMO level, eV: 0.84


Molecular formula: C58H58BrIKN10O3PS2
Method: DFT, the ωB97M-V functional and the def2-TZVPD basis

```
! RIJCOSX wB97M-V def2-TZVPD def2/J DEFGRID3
* xyz -2 1
H 4.25036 3.89569 0.56235
H 1.82013 -0.28105 -4.06813
C 3.51997 -3.84930 -5.59924
C -0.30493 1.49361 5.18756
C -1.25754 -3.63156 4.74300
H -1.03954 -2.63736 7.97052
C 1.34438 3.26447 6.60825
C 3.14783 3.66242 2.50244
C 3.50404 -1.82926 -1.12964
C -2.16609 3.14823 1.80041
H 4.27644 -4.43745 -5.06818
I 4.25022 4.67375 3.91962
O -4.24377 -0.08608 0.70036
C 4.44782 -0.08446 2.16706
N 2.53127 -1.61932 -2.01358
C -1.08349 -2.57399 6.88998
C 1.73816 1.94783 6.40452
N -4.65864 -3.49034 -5.80812
K -0.58026 0.46432 0.20933
H 2.88527 -4.26593 -2.93636
C -1.07891 -1.23370 4.88464
C -1.96594 -5.86843 -0.77737
H 2.22807 -5.32163 1.24815
S 2.66948 2.93970 -2.60395
C 2.58755 -2.14580 -3.35737
H -4.23938 2.65069 -1.31854
C 1.24934 -4.93594 1.00944
H -1.23822 -2.32047 3.04133
C -3.04075 -0.76757 -2.17649
H 1.99201 3.95183 7.13538
C 3.88611 -2.36317 -5.53644
H 4.16969 -0.84884 -4.00140
C 4.52885 -2.83065 -1.11665
H -0.47637 -2.75810 -2.07004
C -5.68847 0.93166 4.61460
C -1.03261 -1.33446 6.27312
H -1.79753 -6.94470 -0.72950
H 2.79618 -1.84590 -7.34319
H 4.86640 -2.20954 -6.00482
Br 2.04803 -2.66721 2.51274
H -0.17364 4.72780 6.21936
H 0.71181 -1.16359 -6.14194
C 1.94391 2.96797 2.68919
H -0.95335 -0.44225 6.88211
H -4.72718 -0.82934 -3.51058
H 1.37412 2.83990 3.59020
H 0.70288 2.31556 -5.42851
C 3.54685 -0.95931 0.01495
H -5.12480 1.85732 6.47015
H 1.20617 -3.76399 -3.02620
H 2.69712 1.60569 6.76893
C 2.14607 -4.07189 -4.95777
C 3.94104 -1.91614 -4.07420
C -3.85521 0.14255 3.25348
H -1.69066 -3.85043 -3.95640
O -3.82149 -2.11806 1.97764
H 2.76618 -0.20673 0.07972
S -3.45438 -0.73577 1.73513
H 6.16230 -4.90094 -0.58775
H 6.26560 -2.07030 1.70729
H 3.67036 0.66388 2.03856
H -1.34573 -4.52157 4.13275
H -6.75365 1.05351 4.77155
H 0.11285 -3.40812 -5.27256
C -1.19612 -3.72852 6.12440
N -0.01538 2.66092 -3.24996
H 2.30880 2.57579 -0.35454
C -0.68093 2.82014 5.38872
C 2.83276 -1.54798 -6.28839
C 4.50146 -1.02816 0.99496
H 1.05241 -3.56272 -6.75895
H -5.90249 -0.07608 2.73154
C 2.19032 -3.63341 -3.49121
C 6.57184 -3.95515 -0.22796
C 1.47162 -1.76152 -5.62547
H -2.10540 -3.33842 0.25433
H 2.39670 2.46041 -5.19753
C -1.19403 -2.39187 4.12499
N -1.88938 -1.29991 -1.77918
H -1.51903 3.28766 2.66039
H 4.74324 -2.44798 -3.56523
C -3.67226 2.80922 -0.41159
C -3.42437 1.21476 5.34217
C -3.79158 -1.28513 -3.22071
H -4.00010 3.38184 2.89927
H 1.88248 -5.13583 -5.01854
N -1.53934 2.93135 0.65427
H -5.39032 3.03817 0.84336
H 3.50657 -4.19395 -6.64104
C 1.10313 -3.24405 -5.71084
C 5.49785 -2.89898 -0.12487
C 5.50960 -2.00534 0.93372
H -2.73411 1.53762 6.10999
C -1.15629 -3.82608 0.43610
C -2.92379 0.62337 4.18033
C -4.05692 -3.01048 -4.94900
C -3.54587 3.22024 1.93018
H -3.39933 0.08012 -1.60911
C -4.78078 1.38438 5.55885
C -2.27696 2.76792 -0.45336
H 0.57944 -6.66055 -0.05984
C -3.30696 -2.41743 -3.86825
O -2.01850 -0.52042 1.58229
H -2.26777 2.51523 -2.63594
H -1.60401 3.19231 4.96548
C 0.32856 -5.66348 0.28271
N 1.54444 2.43339 1.54599
H 1.26789 0.06712 5.51345
N -0.34630 2.68850 -1.93951
C 0.87399 -3.66054 1.41238
H 4.23887 -0.62582 3.09410
C 3.44323 3.52407 1.16344
N 1.46727 2.73913 -4.92222
H 7.35568 -3.65469 -0.92748
C -4.30965 3.03360 0.79044
H -1.95880 -5.57763 -1.82926
H 4.56725 -3.57842 -1.89689
C -5.21749 0.30071 3.47734
H 3.09896 -0.48793 -6.25210
C -1.43014 -2.37571 -2.41123
P -1.08825 0.36638 3.96510
C 1.27108 2.76136 -3.55121
H 5.40065 0.43364 2.30979
N 2.46035 2.78242 0.64517
H 7.04288 -4.13363 0.74029
C 0.92816 1.07945 5.69770
C -2.10066 -2.97993 -3.46316
C 1.55302 -1.33517 -4.16103
C -1.61901 2.60710 -1.75916
H -2.96174 -5.65813 -0.38919
H 0.58171 -1.45288 -3.67826
C -0.92096 -5.12187 -0.00169
N -0.26541 -3.09607 1.09561
C 0.13374 3.69701 6.09400
H -1.23318 -4.69779 6.60623
*
```

Output
Kohn-Sham gap, Eh: 0.15528
Relative energy (zero: lowest compared OMol25 entry of this formula, charge and spin), eV: 0.678
Total energy, a.u.: -7627.76879
LUMO level, eV: 3.29


Molecular formula: C4H8O
Method: DFT, the ωB97M-V functional and the def2-TZVPD basis

```
! RIJCOSX wB97M-V def2-TZVPD def2/J DEFGRID3
* xyz 0 1
H 0.25079 1.97054 1.11819
C 0.09841 0.07046 0.06515
H -0.02676 -1.86464 -0.91188
H 0.03264 -0.44221 -2.07102
H 1.50986 1.79733 -0.27085
H -2.08351 -0.04752 -0.06255
C -1.31744 -0.36236 0.65578
H 1.74044 -0.83590 -1.19917
C 0.53684 -0.75347 -1.12739
H -1.17386 -1.43487 0.87178
H -1.51217 0.34183 1.52214
C 0.74237 1.35262 0.37583
O 1.20240 0.20820 1.03399
*
```

Output
Kohn-Sham gap, Eh: 0.40320
SMILES: CC1(C)CO1
Relative energy (zero: lowest compared OMol25 entry of this formula, charge and spin), eV: 2.150
Total energy, a.u.: -232.36664
LUMO level, eV: 0.99